No. 1
C4H7LiO2Zn | the ωB97M-V functional and the def2-TZVPD basis

As for the spin multiplicity: 2. Its charge is +1. The calculation puts the energy above the lowest of the compared OMol25 structures with the same formula, charge and spin at 512.7 kJ/mol.

Each line ends with the Löwdin charge.
Positions of all 15 atoms, in Å:
C  -1.261  -1.099  0.533  -0.17
H  1.068  2.708  -0.543  0.10
O  2.012  0.920  -0.320  -0.49
O  -1.811  -2.315  0.345  0.02
H  0.312  -1.814  -0.859  0.27
C  0.942  1.638  -0.315  -0.39
H  -0.002  -0.530  -1.461  0.13
Zn  2.191  -1.356  0.610  0.67
H  -0.844  1.349  0.764  0.12
C  -0.534  -0.452  -0.497  -0.18
Li  3.435  1.388  0.750  0.71
H  -1.054  1.573  -0.960  0.13
H  -1.285  -0.749  1.571  0.15
C  -0.429  1.056  -0.214  -0.20
H  -2.740  -2.316  0.595  0.13


No. 2
C16H64BrGaIO15 | the ωB97M-V functional and the def2-TZVPD basis

The electronic energy comes out at -6572.96982 hartree. As for the spin multiplicity: 1. Its charge is -1.

Each line ends with the Löwdin charge.
Positions of all 98 atoms, in Å:
O  1.254  -0.039  -6.017  -0.15
H  -3.028  -3.659  2.021  0.07
C  3.127  -3.944  4.511  -0.12
H  1.889  1.295  -3.431  -0.04
H  -9.042  -6.363  -6.906  0.07
H  5.396  -1.010  -0.309  0.08
H  2.867  5.084  4.996  0.07
H  4.087  -3.840  5.026  0.07
H  -3.446  -2.301  0.953  0.08
C  -6.099  -3.330  -4.688  -0.16
C  1.237  0.702  -2.794  -0.28
H  0.502  1.979  3.343  0.06
C  -4.523  1.127  -5.461  -0.14
O  3.057  3.407  -3.488  -0.13
O  -6.660  -2.066  -5.016  -0.14
C  1.790  -0.576  0.992  -0.15
O  6.886  -5.146  4.288  -0.13
Br  -1.673  2.356  -1.493  0.14
H  -5.116  4.709  -2.173  0.07
O  1.036  0.436  0.338  -0.15
O  2.898  7.847  5.421  -0.13
H  -4.960  1.495  -6.388  0.07
H  -1.071  1.855  4.180  0.08
H  -3.035  4.371  -1.237  -0.08
H  -5.101  -3.203  -4.258  0.07
H  1.933  7.625  7.208  0.07
O  -1.984  -3.601  0.266  -0.17
H  1.758  3.233  -5.054  0.07
H  4.532  -3.175  1.295  0.07
H  6.210  -2.603  1.167  0.07
H  -0.013  -0.199  3.899  0.04
C  5.257  -2.700  0.637  -0.15
O  4.754  -1.420  0.272  -0.13
H  -8.818  -4.693  -7.470  0.08
C  -4.411  5.521  -1.969  -0.18
H  7.121  -6.073  4.257  0.07
O  1.919  3.244  4.811  -0.13
H  2.492  -0.998  0.282  0.06
H  -8.966  -4.057  -5.267  0.06
C  0.193  -1.665  6.828  -0.15
H  -1.637  -2.929  -0.329  -0.04
H  -1.009  1.999  2.407  0.08
O  0.777  -1.211  5.612  -0.13
H  2.260  4.900  -4.692  0.07
H  6.800  -3.657  5.693  0.07
C  -8.651  -5.384  -6.639  -0.16
C  -0.511  1.580  3.280  -0.14
H  3.195  8.563  4.859  0.07
I  -1.799  -1.480  -2.860  0.23
C  1.861  4.664  4.934  -0.15
H  -4.967  6.400  -1.646  0.07
H  -3.859  5.764  -2.882  0.07
H  3.793  3.962  -3.231  0.06
H  -0.308  -2.625  6.676  0.08
H  5.394  -3.325  -0.250  0.08
H  2.359  2.904  5.590  0.07
H  0.419  0.790  0.985  0.04
H  1.562  -0.996  -7.832  0.07
H  -7.580  -5.470  -6.439  0.06
H  6.415  -5.281  6.300  0.08
H  2.988  9.051  7.112  0.07
H  8.107  -4.833  5.939  0.07
H  0.958  -1.769  7.603  0.07
H  1.417  9.036  6.262  0.08
H  -6.074  -1.650  -5.662  0.05
H  3.255  -4.556  3.615  0.08
H  -6.038  -3.955  -5.585  0.06
H  -1.913  -2.283  1.869  0.07
H  -5.127  1.472  -4.618  0.08
H  3.389  3.777  -5.506  0.07
H  2.413  -4.428  5.175  0.08
H  3.258  -2.252  3.573  0.08
H  1.362  5.065  4.056  0.08
H  1.461  -0.363  -2.965  -0.02
H  -6.745  -3.814  -3.956  0.08
O  -9.329  -4.921  -5.479  -0.13
O  2.620  -2.662  4.159  -0.13
H  1.425  0.875  -1.723  -0.03
O  -0.464  0.162  3.132  -0.14
H  2.344  -0.146  1.835  0.07
O  -4.506  -0.296  -5.509  -0.17
H  -0.540  -0.929  7.149  0.08
H  1.292  4.942  5.827  0.07
H  -3.506  1.514  -5.365  0.05
H  1.648  -2.040  -6.383  0.08
Ga  -0.734  0.937  -3.220  -0.31
O  -3.519  5.153  -0.931  -0.17
H  1.422  -1.865  5.333  0.02
H  2.960  -0.895  -6.737  0.07
C  2.276  8.430  6.562  -0.16
H  1.122  -1.365  1.353  0.07
H  0.306  -0.185  -6.062  0.05
C  -2.626  -2.916  1.333  -0.16
C  2.596  3.861  -4.756  -0.15
H  -1.087  1.421  -4.698  -0.09
C  7.065  -4.710  5.632  -0.17
C  1.883  -1.051  -6.787  -0.16
H  -4.118  -0.604  -4.684  0.00


No. 3
C19H23N5O5RuS | the ωB97M-V functional and the def2-TZVPD basis

As for the spin multiplicity: 6. Its charge is +1. The calculation puts the energy above the lowest of the compared OMol25 structures with the same formula, charge and spin at 21.7 kJ/mol.

Each line ends with the Löwdin charge.
Positions of all 54 atoms, in Å:
C  2.503  0.319  -5.661  -0.40
H  -2.479  1.589  -4.337  0.11
C  -1.485  -3.555  -3.671  0.03
H  1.294  -1.299  -4.851  0.06
O  -0.646  1.718  1.251  -0.24
H  0.758  1.441  -6.256  0.09
H  0.872  2.879  1.945  0.16
H  -2.149  1.683  2.695  0.14
N  2.186  -0.595  -1.584  -0.08
H  0.885  1.224  -4.519  0.06
H  2.589  -1.842  -5.921  0.08
C  -1.329  -1.269  -2.915  -0.24
C  -1.749  -2.184  -3.900  -0.15
N  3.087  0.295  -3.249  -0.08
C  -2.260  0.536  -4.211  -0.10
H  -0.632  -4.987  -2.337  0.12
C  -2.659  -0.377  -5.203  -0.06
C  -1.890  1.190  1.759  -0.09
C  -1.606  0.116  -3.078  -0.59
H  1.057  -2.656  -0.072  0.05
C  -0.417  -2.974  -1.602  -0.30
H  -2.737  -2.427  -5.801  0.12
N  -0.661  -1.694  -1.802  0.02
C  -0.839  -3.946  -2.538  0.01
C  3.616  0.375  -4.609  -0.09
H  0.766  -4.350  -0.476  0.09
H  -3.174  -0.008  -6.079  0.11
C  0.327  1.977  2.238  -0.08
H  4.330  -0.439  -4.720  0.13
C  -1.874  -0.335  1.957  -0.61
O  -2.541  -0.834  2.824  0.11
H  1.921  2.401  -5.347  0.08
H  4.155  1.321  -4.672  0.13
S  -1.158  1.298  -1.842  0.66
H  -2.640  1.435  1.008  0.13
H  2.914  2.325  -2.581  0.15
N  2.190  0.731  -1.350  -0.03
O  1.565  0.069  1.434  0.01
C  1.465  1.412  -5.428  -0.06
H  3.014  0.524  -6.607  0.14
Ru  0.040  -0.077  -0.362  1.36
H  2.730  0.217  3.429  0.16
C  1.355  0.871  2.324  -0.47
O  -1.101  -0.969  1.114  -0.19
C  -2.416  -1.713  -5.054  -0.02
C  0.289  -3.381  -0.349  -0.02
H  -0.427  -3.442  0.473  0.09
N  2.708  -0.867  -2.719  0.11
O  2.049  0.910  3.440  0.18
C  1.851  -1.056  -5.758  -0.07
H  -1.809  -4.283  -4.404  0.13
H  -0.119  2.156  3.217  0.15
H  1.149  -1.072  -6.592  0.09
C  2.753  1.277  -2.402  -0.11


No. 4
C30H49B2F12IN4O20P3 | the ωB97M-V functional and the def2-TZVPD basis

The electronic energy comes out at -5466.20014 hartree. As for the spin multiplicity: 1. Its charge is +1.

Each line ends with the Löwdin charge.
Positions of all 121 atoms, in Å:
F  -3.197  -4.160  1.841  0.16
H  -0.093  -3.219  -1.218  0.09
H  0.724  -1.715  -2.570  0.12
H  0.386  -3.416  1.975  0.05
C  -2.682  3.605  -6.902  -0.05
H  1.217  -4.187  0.817  0.07
O  -2.873  -6.094  3.639  0.03
O  -1.566  -6.596  -2.414  0.03
H  2.457  4.589  3.230  0.09
C  -0.527  0.821  0.602  -0.17
H  5.050  1.000  1.060  0.04
H  -2.327  -8.208  -3.500  0.13
H  5.932  -0.505  -0.456  0.08
C  -3.131  -7.217  4.512  -0.19
H  -3.422  5.414  -5.966  0.13
H  -2.204  7.257  1.415  0.12
H  -0.135  1.858  3.972  0.07
F  -3.842  9.542  5.094  0.17
F  -3.422  -2.651  3.372  0.15
I  1.541  -0.589  2.567  1.40
F  -1.339  2.974  -2.578  0.13
O  3.151  -2.239  -2.503  0.15
O  4.721  0.324  1.677  -0.15
H  -2.295  -8.878  -1.070  0.08
H  0.973  2.345  -0.841  0.15
H  -2.482  -8.017  4.163  0.13
O  -2.855  4.036  -4.504  0.03
H  -1.005  8.397  2.001  0.13
C  -3.418  4.338  -5.801  -0.18
H  -0.017  6.106  1.641  0.07
F  -3.607  7.492  5.739  0.17
C  -1.317  4.313  -2.763  -0.53
C  -2.361  -1.030  1.181  0.19
C  -2.637  -7.519  -2.715  -0.18
C  1.283  2.837  2.159  -0.49
C  2.921  -0.977  -0.232  -0.29
H  4.574  -3.866  -0.870  0.11
O  4.393  -2.176  1.909  -0.25
F  0.226  -5.157  -1.072  0.13
C  -3.219  -4.903  4.109  -0.40
H  3.029  -4.419  -0.752  0.06
H  2.375  3.383  0.538  0.12
C  2.084  2.396  0.936  -0.10
C  0.071  0.165  -1.558  -0.09
O  5.570  -1.344  -0.135  -0.10
O  -0.057  -8.267  -2.451  0.20
O  -1.197  5.520  -4.845  0.19
C  -0.615  6.329  2.524  -0.07
F  -0.074  4.717  -2.500  0.17
C  1.565  1.615  -0.280  -0.19
C  -2.840  -3.822  3.088  -0.53
C  -1.891  8.418  4.380  -0.40
N  1.129  -3.296  1.296  0.12
B  3.198  -2.353  -1.116  -0.56
H  4.501  0.203  -3.644  0.07
O  5.360  0.482  -3.292  -0.14
H  -0.206  1.124  -2.015  0.12
H  2.339  1.456  -2.237  0.11
H  1.160  1.482  5.110  0.08
C  -3.091  -8.251  -1.472  -0.05
O  -3.718  -4.671  5.166  0.19
H  3.914  2.294  -4.663  0.07
N  1.842  2.530  3.451  -0.21
O  -1.432  -0.473  -3.824  0.13
C  -2.945  8.625  5.476  -0.55
B  0.729  -2.274  0.324  -0.72
N  3.637  -3.632  -0.562  0.18
H  -1.179  5.439  2.799  0.07
F  0.890  -5.258  -3.127  0.17
C  2.672  3.708  3.846  -0.03
H  -2.669  2.532  -6.704  0.08
C  0.661  -6.006  -2.034  -0.51
H  -4.454  4.009  -5.757  0.13
O  0.261  3.471  2.074  0.09
H  2.511  3.964  4.893  0.09
O  6.670  2.660  -2.815  -0.29
C  -1.759  4.707  -4.179  -0.41
N  0.678  0.368  -0.187  -0.12
H  -1.777  -0.030  -4.614  0.14
C  2.749  1.286  -1.228  -0.50
H  -1.646  3.936  -6.972  0.08
P  4.366  -1.078  0.953  0.45
O  -0.331  -2.564  -0.549  0.12
C  -1.551  7.488  2.254  -0.19
P  5.348  2.081  -3.034  0.27
F  -1.513  -3.614  3.080  0.15
O  -0.778  8.847  4.428  0.17
H  -2.933  -1.859  1.505  0.03
H  1.751  -0.377  -2.992  0.10
H  3.729  3.774  -1.359  -0.03
F  -2.113  4.850  -1.839  0.18
H  -0.906  -0.323  -1.484  0.14
H  2.881  -3.105  -2.831  0.11
H  -3.165  3.778  -7.862  0.09
H  -3.447  -6.913  -3.114  0.13
O  3.313  0.009  -1.200  -0.19
H  -4.742  -8.540  5.036  0.09
C  -0.092  -0.369  -3.935  -0.50
F  -2.385  9.043  6.605  0.18
H  0.058  6.555  3.351  0.08
P  4.234  2.458  -1.199  0.96
C  0.774  2.250  4.426  -0.11
O  0.419  -0.043  -4.972  0.13
H  -1.030  1.555  -0.039  0.15
C  -0.354  -7.122  -2.317  -0.40
H  -5.244  -6.861  4.799  0.08
H  -4.862  -7.859  3.403  0.08
O  -2.419  7.725  3.375  0.03
H  -2.835  -6.975  5.531  0.13
C  0.745  -0.629  -2.676  -0.05
C  -1.565  -0.154  0.979  -0.08
H  -3.372  -7.540  -0.693  0.08
O  4.669  2.799  -4.331  -0.15
H  -0.319  1.357  1.522  0.07
H  3.024  1.985  1.318  0.08
C  1.454  -0.819  0.360  -0.40
F  1.829  -6.486  -1.633  0.19
H  -3.949  -8.883  -1.697  0.09
C  -4.580  -7.646  4.435  -0.06
H  3.726  3.450  3.696  0.09
H  0.544  3.112  5.061  0.09